{
  "formula": "C77H165N7O17S4",
  "method": "the ωB97M-V functional and the def2-TZVPD basis",
  "elements": ["C", "C", "C", "C", "C", "C", "N", "O", "C", "C", "C", "H", "H", "H", "H", "H", "H", "H", "H", "H", "H", "H", "H", "H", "H", "H", "H", "H", "H", "H", "C", "C", "C", "C", "C", "C", "N", "O", "C", "C", "C", "H", "H", "H", "H", "H", "H", "H", "H", "H", "H", "H", "H", "H", "H", "H", "H", "H", "H", "H", "C", "C", "C", "C", "C", "C", "N", "O", "C", "C", "C", "H", "H", "H", "H", "H", "H", "H", "H", "H", "H", "H", "H", "H", "H", "H", "H", "H", "H", "H", "C", "C", "C", "C", "C", "C", "N", "O", "C", "C", "C", "H", "H", "H", "H", "H", "H", "H", "H", "H", "H", "H", "H", "H", "H", "H", "H", "H", "H", "H", "C", "C", "C", "C", "C", "C", "N", "O", "C", "C", "C", "H", "H", "H", "H", "H", "H", "H", "H", "H", "H", "H", "H", "H", "H", "H", "H", "H", "H", "H", "C", "C", "C", "C", "C", "C", "N", "O", "C", "C", "C", "H", "H", "H", "H", "H", "H", "H", "H", "H", "H", "H", "H", "H", "H", "H", "H", "H", "H", "H", "C", "C", "C", "C", "C", "C", "N", "O", "C", "C", "C", "H", "H", "H", "H", "H", "H", "H", "H", "H", "H", "H", "H", "H", "H", "H", "H", "H", "H", "H", "C", "S", "O", "C", "H", "H", "H", "H", "H", "H", "C", "S", "O", "C", "H", "H", "H", "H", "H", "H", "C", "S", "O", "C", "H", "H", "H", "H", "H", "H", "C", "S", "O", "C", "H", "H", "H", "H", "H", "H", "C", "C", "O", "C", "O", "O", "H", "H", "H", "H", "C", "C", "O", "C", "O", "O", "H", "H", "H", "H"],
  "coordinates": [[8.5735, 1.9275, 1.5009], [7.4851, 2.5052, 2.3550], [6.5094, 1.3782, 2.6093], [5.4298, 1.5463, 3.6575], [6.0879, 2.0809, 4.9366], [7.0768, 3.2583, 4.8727], [7.9364, 3.1337, 3.6730], [8.8524, 4.2216, 3.5704], [6.2568, 4.5187, 4.9685], [7.9921, 3.0775, 6.0973], [6.6216, 3.4813, 1.6333], [8.2979, 1.2512, 0.6918], [9.3611, 1.4239, 2.0616], [9.0908, 2.7246, 0.9670], [6.0818, 1.0639, 1.6572], [7.1825, 0.5982, 2.9652], [4.7445, 0.7498, 3.9476], [4.7326, 2.2933, 3.2780], [6.4922, 1.1601, 5.3569], [5.2475, 2.4166, 5.5441], [6.1310, 4.8846, 5.9875], [6.7808, 5.3851, 4.5650], [5.2528, 4.5290, 4.5444], [8.4037, 2.0698, 6.0406], [8.7495, 3.8485, 6.2385], [7.4100, 3.0731, 7.0188], [7.3040, 4.3119, 1.4529], [5.8114, 3.9189, 2.2166], [6.2451, 3.2855, 0.6293], [9.7475, 3.8787, 3.5170], [-0.4235, -2.6493, -6.4805], [0.0426, -1.2285, -6.9284], [-1.3284, -0.4075, -6.8976], [-1.1033, 1.1457, -7.0382], [-0.0228, 1.5873, -6.0467], [1.2759, 0.7482, -6.0582], [0.9937, -0.7219, -5.8998], [2.1476, -1.4846, -5.8812], [2.0204, 1.1314, -7.3641], [2.0777, 1.2264, -4.9079], [0.5005, -1.3304, -8.4578], [-1.2426, -2.9847, -7.1167], [-0.7703, -2.6967, -5.4483], [0.4541, -3.2449, -6.7319], [-2.0121, -0.8443, -7.6255], [-1.7113, -0.5756, -5.8910], [-2.0796, 1.5569, -6.7814], [-0.7243, 1.5035, -7.9956], [-0.4849, 1.4134, -5.0749], [0.2161, 2.6375, -6.2142], [1.5286, 1.4344, -8.2884], [2.5249, 2.0780, -7.1705], [2.8119, 0.3954, -7.5057], [2.1178, 2.3086, -5.0319], [1.7443, 0.9751, -3.9010], [3.1144, 0.8913, -4.8733], [0.1207, -2.1913, -9.0081], [1.5639, -1.5692, -8.4429], [0.2619, -0.4268, -9.0186], [2.2335, -1.7526, -4.9634], [5.2044, -2.0059, -4.0768], [5.0321, -3.3131, -3.2795], [5.7636, -3.0538, -1.8470], [5.0165, -2.3687, -0.7750], [3.6227, -3.0529, -0.5961], [2.8071, -3.2034, -1.8706], [3.7006, -3.7892, -2.9608], [2.9590, -4.1073, -3.9813], [1.6712, -4.2006, -1.4375], [2.3049, -1.7887, -2.3116], [5.9287, -4.3785, -3.9721], [4.7610, -2.0209, -5.0725], [6.2493, -1.9183, -4.3744], [4.7654, -1.1166, -3.6247], [6.2811, -3.9570, -1.5236], [6.6684, -2.4630, -1.9898], [5.0560, -1.3407, -1.1351], [5.4668, -2.4878, 0.2105], [3.1137, -2.4826, 0.1809], [3.7784, -3.9381, 0.0205], [2.1030, -5.2004, -1.3940], [1.1035, -3.8948, -0.5586], [0.9282, -4.3936, -2.2113], [1.5214, -1.3409, -1.7003], [3.0427, -1.0273, -2.5647], [1.8279, -1.9561, -3.2773], [5.7961, -5.3848, -3.5749], [7.0059, -4.3357, -3.8113], [5.8538, -4.3529, -5.0592], [2.8504, -5.0517, -3.8471], [-2.3728, 6.0848, 0.2245], [-2.6360, 5.4999, -1.1135], [-1.2527, 5.0858, -1.6955], [-1.3541, 3.9230, -2.6780], [-2.0234, 2.7247, -2.0580], [-3.4521, 3.0558, -1.5907], [-3.4864, 4.3359, -0.7825], [-4.7493, 4.6004, -0.3456], [-4.3843, 3.2675, -2.8782], [-3.9365, 1.9842, -0.6238], [-3.2465, 6.5579, -2.0444], [-1.7726, 6.9886, 0.1189], [-1.6604, 5.4211, 0.7144], [-3.2308, 6.3232, 0.8531], [-0.8361, 5.8240, -2.3808], [-0.4918, 4.8775, -0.9434], [-0.3329, 3.6163, -2.9042], [-1.8993, 4.1620, -3.5911], [-1.3775, 2.4899, -1.2120], [-1.9311, 1.9182, -2.7854], [-5.4198, 2.9540, -2.7455], [-4.4218, 4.3302, -3.1176], [-4.0087, 2.8830, -3.8265], [-3.2791, 1.7752, 0.2201], [-4.8327, 2.1888, -0.0380], [-3.7951, 0.9471, -0.9279], [-2.8065, 7.5257, -1.8040], [-4.3277, 6.6744, -1.9692], [-3.0165, 6.2451, -3.0628], [-5.1435, 5.0374, -1.1041], [-8.0708, -0.9607, -7.0747], [-6.6058, -1.0517, -6.6293], [-6.0757, 0.4274, -6.8222], [-4.7490, 0.7336, -6.0862], [-4.7489, 0.1010, -4.7179], [-5.1235, -1.4060, -4.5511], [-6.4236, -1.6219, -5.2331], [-6.8661, -2.9437, -5.0576], [-3.9123, -2.3055, -4.9983], [-5.2012, -1.5690, -2.9830], [-5.8351, -1.8483, -7.7253], [-8.6533, -1.7905, -7.4748], [-7.9794, -0.3833, -7.9947], [-8.6233, -0.2476, -6.4628], [-5.7899, 0.7057, -7.8366], [-6.8812, 1.1570, -6.7393], [-4.3988, 1.7574, -5.9547], [-3.8822, 0.2502, -6.5370], [-5.4648, 0.7636, -4.2316], [-3.6941, 0.1931, -4.4591], [-2.9704, -1.8485, -4.6949], [-3.9779, -3.3163, -4.5956], [-3.8579, -2.4582, -6.0762], [-5.5723, -2.5561, -2.7074], [-4.1917, -1.5533, -2.5723], [-5.6963, -0.7442, -2.4705], [-6.1082, -2.8925, -7.8774], [-4.7615, -1.6655, -7.6811], [-6.1206, -1.2577, -8.5958], [-7.6183, -2.7473, -4.4943], [-4.1169, -3.2249, 2.0487], [-5.2233, -2.6453, 3.0323], [-4.8013, -1.4226, 3.9246], [-5.0271, -0.0662, 3.2076], [-6.4268, 0.0215, 2.6443], [-6.7325, -1.0709, 1.6293], [-6.4824, -2.3741, 2.2848], [-6.8324, -3.4405, 1.6287], [-8.2706, -0.9457, 1.4203], [-6.0284, -0.7220, 0.2712], [-5.4468, -3.7476, 4.1602], [-4.1448, -2.5828, 1.1683], [-4.2872, -4.2219, 1.6425], [-3.2004, -3.2260, 2.6386], [-5.1394, -1.5053, 4.9575], [-3.7205, -1.5062, 4.0390], [-4.3233, -0.0513, 2.3754], [-4.9295, 0.7404, 3.9342], [-6.3813, 1.0120, 2.1914], [-7.1560, -0.0671, 3.4496], [-8.8567, -1.2093, 2.3007], [-8.5048, -0.0772, 0.8046], [-8.5851, -1.6712, 0.6700], [-4.9421, -0.7364, 0.3598], [-6.4120, -1.4097, -0.4824], [-6.3477, 0.3166, 0.1845], [-6.0202, -4.5343, 3.6698], [-6.0870, -3.4759, 4.9995], [-4.5699, -4.1744, 4.6471], [-6.3981, -3.2698, 0.7898], [1.9147, 2.3139, 5.0604], [1.2254, 3.0134, 6.2781], [2.0907, 4.3355, 6.6481], [1.8887, 5.5804, 5.8078], [0.3821, 5.9839, 5.6847], [-0.5270, 4.7432, 5.3121], [-0.2449, 3.5158, 6.1031], [-1.1585, 2.5174, 5.9855], [-1.9725, 5.2056, 5.7337], [-0.5152, 4.4960, 3.7734], [1.3854, 2.0815, 7.4799], [1.9115, 3.0109, 4.2224], [1.3266, 1.4676, 4.7056], [2.8992, 1.8461, 5.0536], [1.9680, 4.5311, 7.7134], [3.1142, 4.0293, 6.4321], [2.2780, 5.4915, 4.7936], [2.4717, 6.3719, 6.2788], [0.4507, 6.7429, 4.9055], [0.0525, 6.5086, 6.5815], [-2.7347, 4.4630, 5.4976], [-1.8928, 5.1112, 6.8166], [-2.1098, 6.2441, 5.4323], [-0.7181, 5.4296, 3.2488], [0.3929, 4.0310, 3.3896], [-1.1873, 3.7323, 3.3822], [0.5655, 1.3638, 7.5072], [1.3828, 2.5639, 8.4573], [2.2188, 1.3801, 7.5205], [-1.6089, 2.8439, 6.7679], [3.8777, 1.4232, -0.9178], [2.1974, 2.1603, -1.3332], [1.0929, 1.8035, -0.3428], [2.6741, 3.8361, -0.8418], [4.5187, 2.2602, -0.6408], [4.2264, 0.6593, -1.6127], [3.7330, 0.7773, -0.0519], [2.4083, 3.8534, 0.2151], [2.0767, 4.6631, -1.2257], [3.7385, 4.0710, -0.8466], [4.5929, -2.0088, 5.9456], [5.0225, -2.6111, 4.2196], [5.1832, -4.1452, 4.3508], [3.3056, -2.4328, 3.4981], [5.5018, -2.2200, 6.5089], [3.6865, -2.4833, 6.3216], [4.4118, -0.9663, 6.2076], [2.7701, -3.2955, 3.8944], [3.2804, -2.6563, 2.4315], [2.9013, -1.4587, 3.7734], [3.1409, -8.2606, 2.1739], [2.1670, -7.0574, 1.1077], [0.7703, -7.3057, 1.6730], [2.6507, -5.4574, 1.9608], [4.0648, -8.6911, 1.7878], [2.5540, -9.1307, 2.4682], [3.4984, -7.7379, 3.0610], [2.2845, -5.5724, 2.9810], [2.0763, -4.6289, 1.5465], [3.7370, -5.3684, 1.9742], [-1.7560, -0.9290, -0.0130], [-1.0440, -1.3517, 1.6076], [-0.3065, -2.6841, 1.6238], [0.3959, -0.2785, 1.6701], [-1.0079, -1.0543, -0.7957], [-1.9156, 0.1492, -0.0075], [-2.7039, -1.3569, -0.3396], [1.2696, -0.6038, 1.1054], [0.7162, -0.1556, 2.7047], [0.0388, 0.6875, 1.3130], [-2.0785, -6.8011, -0.2849], [-1.2403, -5.5537, -0.4570], [-1.9495, -4.6450, -1.1840], [-3.2019, -5.0760, -1.2191], [-4.1408, -4.4403, -1.6155], [-3.3036, -6.3434, -0.7105], [-2.1463, -7.0476, 0.7747], [-1.8042, -7.7131, -0.8152], [-0.2646, -5.8270, -0.8588], [-1.0206, -5.0666, 0.4931], [0.5199, -1.7601, 7.8565], [-0.9625, -2.0016, 8.0584], [-1.4354, -2.6717, 6.9251], [-0.4860, -2.5412, 5.9873], [-0.7132, -2.8978, 4.7949], [0.6717, -2.2321, 6.5368], [1.1163, -2.3836, 8.5226], [0.7038, -0.6860, 7.8819], [-1.4619, -1.0730, 8.3351], [-1.0759, -2.5605, 8.9873]],
  "mulliken_charge": [-2.068, 2.478, -1.740, 0.519, -1.649, 1.903, 0.360, -0.522, -1.678, -1.919, -2.079, 0.356, 0.429, 0.463, 0.264, 0.393, -0.033, 0.023, 0.428, 0.226, 0.455, 0.374, 0.148, 0.448, 0.386, 0.401, 0.503, 0.276, 0.545, 0.333, -2.150, 1.778, -0.880, -0.897, -1.041, 2.350, 0.892, -0.477, -1.916, -2.243, -1.794, 0.460, 0.174, 0.622, 0.720, -0.437, 0.243, 0.512, -0.240, 0.743, 0.286, 0.557, 0.339, 0.645, 0.138, 0.289, 0.451, 0.354, 0.326, 0.173, -1.439, 1.665, -2.014, -0.216, -0.408, 2.587, 0.604, -0.414, -2.079, -0.290, -2.063, 0.249, 0.545, 0.076, 0.444, 0.648, -0.323, 0.712, -0.801, 0.200, 0.618, 0.027, 0.633, -0.392, -0.103, -0.110, 0.473, 0.421, 0.350, 0.349, -2.066, 1.941, -1.212, -0.398, -1.257, 2.951, -0.014, -0.419, -1.284, -3.051, -1.549, 0.468, 0.234, 0.404, 0.350, 0.022, 0.387, 0.427, 0.283, 0.007, 0.475, 0.450, -0.301, 0.604, 0.757, 0.380, 0.409, 0.228, 0.442, 0.368, -1.927, 1.556, -1.903, 0.013, -1.089, 2.175, 0.464, -0.476, -1.756, -2.061, -1.622, 0.377, 0.473, 0.426, 0.561, 0.421, 0.595, -0.550, 0.312, 0.187, 0.249, 0.416, 0.298, 0.795, -0.011, 0.382, 0.282, 0.315, 0.528, 0.371, -1.431, 2.012, -1.262, 0.518, -1.237, 1.551, 0.234, -0.506, -2.331, -1.558, -2.199, -0.216, 0.433, 0.620, 0.416, 0.143, -0.634, 0.578, 0.314, 0.462, 0.475, 0.371, 0.432, -0.223, 1.095, 0.344, 0.445, 0.519, 0.310, 0.451, -1.448, 1.710, -1.107, -0.649, -1.302, 1.676, 0.419, -0.326, -2.048, -1.736, -1.778, 0.147, 0.387, 0.044, 0.486, 0.160, 0.230, 0.499, 0.410, 0.424, 0.322, 0.564, 0.383, 0.407, 0.190, 0.485, 0.252, 0.394, 0.329, 0.377, -0.422, 0.641, -0.314, -1.355, 0.086, -0.057, 0.199, 0.350, 0.360, 0.490, -0.924, 0.601, -0.683, 0.849, 0.449, 0.223, 0.230, 0.300, -1.005, 0.149, -1.022, 0.544, -0.670, -0.773, 0.361, 0.350, 0.281, 0.773, -0.299, 0.524, 0.595, 0.503, -0.446, 0.281, 0.189, -0.616, -0.336, -0.377, 0.019, 0.025, -0.252, 0.290, 0.193, 0.274, -0.479, -0.370, 0.258, 0.268, -0.171, 0.115, 0.299, -0.433, -0.331, 0.568, -0.554, -0.192, 0.351, -0.297, 0.274, 0.307],
  "max_force_ev_per_a": 6.43,
  "molar_mass_g_mol": 1589.467,
  "multiplicity": 1,
  "orbital_gap_ev": 7.44,
  "e_homo_ev": -7.316
}